C28H54O23PS4Tl as an isolated structure. Source: the Open Molecules 2025 dataset; level of theory: wB97M-V/def2-TZVPD.

Properties
ΔE to the lowest compared entry with this formula, charge and spin = 3199.12 kJ/mol
HOMO energy = -9.1 eV
Energy = -134285.359 eV
E_LUMO = -0.029 Ha
Orbital gap = 8.272 eV
Maximum force = 11.70 eV/A

Structure (XYZ):
```
111
Properties=species:S:1:pos:R:3:forces:R:3
Tl -0.5206 -1.1939 -2.6436 -6.2 2.2 -0.9
S -2.7119 1.2626 -3.7713 2.6 0.2 1.4
S -1.1634 -4.3402 -2.0383 0.3 1.3 0.6
S 2.2575 -2.1604 -2.3113 4.0 -2.8 2.7
S 2.4608 0.3048 -3.4460 -0.8 1.7 -0.3
P -0.5235 -0.0326 -0.4091 -2.3 -0.1 -2.3
O 0.8391 3.5284 -1.5466 -1.4 0.8 -1.1
O 0.8368 -2.4840 -2.7458 7.5 -8.7 2.2
O -6.1404 -0.9228 1.5658 1.3 0.5 -0.7
O -0.8531 -3.3383 -3.1802 -4.8 -3.2 -0.2
O -3.9754 -1.3194 1.4824 4.1 -3.0 2.1
O 1.3646 -0.8213 -3.4302 2.7 9.0 -5.7
O -1.4102 3.7420 -1.4650 2.0 0.4 -1.7
O -1.9640 -0.1051 -3.5751 -2.6 1.6 -2.3
O -0.5421 0.6373 0.9910 1.8 -1.9 -7.5
O -1.9140 -0.5996 -0.9615 4.9 -1.7 -1.5
O -0.1514 0.8629 -1.6530 0.5 -1.2 1.2
O 2.4268 -4.9456 1.7955 -0.8 1.1 0.0
O 2.6582 1.3454 2.5900 3.2 -0.3 -0.9
O 2.1996 -2.7093 1.8526 -0.9 -2.2 1.3
O 0.3620 -1.3298 -0.5723 -3.3 4.7 -2.6
O -4.6894 0.3551 0.4812 -0.7 4.4 -2.1
O -1.7942 0.3700 4.1211 1.4 -0.4 0.2
O 0.4862 -4.0148 1.3211 -0.4 -1.0 1.3
O -1.2665 -0.9319 5.9267 1.9 2.0 -4.7
O 2.5512 -0.6721 1.7679 6.0 3.1 0.1
O -0.2238 4.4417 -3.3424 0.9 0.7 2.7
O 3.4974 -0.3959 3.8213 -1.4 0.9 -3.7
O 0.3183 -0.3937 4.2621 -0.6 -1.2 2.6
C 0.3972 0.3653 3.1104 -3.5 3.3 1.1
C 2.1550 1.5118 1.2537 0.6 0.9 0.9
C 1.4529 1.7950 -3.6389 0.9 1.5 -0.6
C -1.1766 -2.6603 2.2094 0.8 -0.2 0.7
C -1.9431 -3.3060 -0.7263 -0.7 -0.8 -0.1
C -3.0520 1.7896 -2.0562 -0.9 -1.0 -1.5
C 1.1392 -1.7913 1.6317 -4.6 -7.1 1.4
C 3.3829 -3.5403 -2.7353 -0.7 -1.6 0.0
C 0.4327 2.8518 -0.3605 -0.6 1.0 0.9
C 0.8921 3.6484 0.8148 -0.4 2.7 0.2
C 3.0184 2.4958 0.3834 1.8 -1.2 1.3
C 1.7167 -3.9595 1.7101 3.7 -2.1 0.9
C 2.9005 0.4583 -1.6666 0.9 0.5 -2.4
C 0.4201 -4.5858 -1.0945 0.0 -0.6 -1.1
C -0.2638 3.9513 -2.2301 0.4 1.3 0.6
C -5.0114 -0.6172 1.2027 -4.6 -2.1 1.8
C -1.2971 2.4217 -3.9630 -1.9 -0.7 -1.3
C -1.0879 2.8797 -0.3688 2.8 2.0 -0.5
C -2.7805 -0.5000 1.4057 -2.5 1.1 -1.9
C -1.0637 0.9465 3.0197 0.1 2.4 1.4
C -2.8531 1.8981 0.7333 -2.8 0.1 1.1
C 1.9839 0.1048 0.7735 4.2 5.3 0.3
C -0.0189 -2.7355 1.2141 -1.8 1.2 2.8
C -0.9317 -0.3771 4.8432 -1.3 -1.6 3.9
C -3.2630 0.4853 0.3434 -2.5 1.3 2.6
C -1.2169 2.4992 3.1425 0.6 -0.8 1.1
C 3.0005 0.0078 2.7634 2.0 1.9 5.4
C 2.3611 -2.2959 -0.4506 2.9 -1.3 -2.1
H 0.6303 3.1355 1.7403 0.0 1.5 -0.3
H 1.9575 3.8717 0.7589 -2.3 0.4 0.4
H 2.5819 2.6221 -0.6073 0.6 0.3 0.6
H 3.1299 3.4518 0.8951 1.0 -0.9 -0.1
H 0.4854 4.6593 0.7849 -0.8 0.0 0.0
H 1.2504 -1.1172 0.7823 -2.5 -4.8 3.4
H 3.5883 -0.3357 -1.3758 0.1 0.0 -0.5
H -0.3705 -2.5177 0.2056 1.3 -1.3 2.2
H -1.5700 3.4580 -3.7641 -1.1 -1.0 -0.5
H -1.5411 0.7430 2.0612 0.8 0.2 3.0
H 2.0145 0.3292 -1.0450 -0.4 1.1 -3.1
H 2.5657 -0.0251 -0.1390 -0.1 -0.7 3.4
H 1.1024 -5.2396 -1.6377 -0.4 -0.1 -0.6
H -0.9145 3.0927 2.2797 -0.3 -0.5 0.3
H 1.9580 2.7608 -3.6525 1.2 -0.3 0.8
H 4.4001 -3.3981 -2.3702 -0.3 0.6 0.5
H -1.8934 -3.4547 2.0018 -0.3 0.4 0.1
H 1.1581 1.8907 1.4789 1.2 -0.9 -0.7
H 3.0177 -4.4965 -2.3604 0.0 0.0 0.4
H 0.9333 -0.1732 0.6893 1.6 3.5 0.1
H 0.9536 -3.6448 -0.9603 -1.5 -1.0 -0.5
H -0.4652 2.1453 -3.3152 -2.3 -0.3 -0.5
H 1.9920 -3.2714 -0.1340 0.9 1.0 -0.4
H -0.9338 2.3971 -4.9904 -0.2 -0.2 -0.1
H -1.8414 -0.9379 1.0674 -2.2 -0.2 0.0
H 1.0882 1.2041 3.1940 -0.9 -0.5 0.9
H -1.4824 3.3936 0.5078 0.7 0.2 -0.5
H 0.6857 -0.3150 2.3091 -1.8 4.1 1.0
H 4.0625 2.1875 0.3294 0.1 -0.8 -0.3
H 1.0080 2.0128 -4.6099 0.1 -1.6 -0.4
H 3.4761 1.3590 -1.4532 -0.5 0.0 -0.6
H -3.0502 0.1149 -0.6595 -1.1 1.3 1.8
H 0.3050 -5.0560 -0.1179 -0.8 -0.2 -0.8
H 3.4218 -2.2213 -0.2108 0.4 -0.5 -0.3
H -1.8649 1.9193 1.1928 -1.7 -0.1 -0.6
H -2.2703 2.6903 3.3471 0.1 0.2 0.2
H -2.8565 2.5373 -0.1496 -1.8 -0.2 1.5
H 0.6798 1.9027 -2.8781 1.9 -1.1 -0.1
H -2.5506 0.0808 2.2990 -2.0 -1.8 0.1
H 0.9270 -1.2158 2.5327 0.2 -4.7 -0.1
H -0.8013 -2.8362 3.2175 0.1 -0.1 0.1
H 1.8646 -1.4572 0.0374 2.6 -3.2 -3.1
H -1.9307 -3.8725 0.2048 0.0 -0.3 -0.4
H 0.7887 1.8270 -0.4661 0.0 1.3 0.4
H 3.5250 -3.7479 -3.7959 -0.5 0.7 -0.3
H -1.4153 -2.3688 -0.5493 -0.8 -1.0 -1.0
H -1.6082 -1.6597 2.1844 0.4 -1.7 1.1
H -3.4718 2.3998 1.4772 -0.8 -0.6 0.1
H -2.1747 1.5607 -1.4511 -0.9 -0.3 -2.1
H -2.9682 -2.9630 -0.8667 -0.1 -0.6 -0.8
H -0.5872 2.8402 3.9642 -0.2 0.2 0.3
H -3.2823 2.8481 -1.9350 -0.4 -0.4 -0.8
H -1.5637 1.9011 -0.4332 2.3 1.8 -0.4
H -3.8513 1.1076 -1.7660 -0.3 0.6 -0.1
```
Forces are in eV/Å.

---

C28H55CaClO8Si4 as an isolated structure. Source: the Open Molecules 2025 dataset; level of theory: wB97M-V/def2-TZVPD.

Properties
ΔE to the lowest compared entry with this formula, charge and spin = 12.83 kJ/mol
HOMO energy = -6.6 eV
Energy = -108784.922 eV
E_LUMO = 0.016 Ha
Orbital gap = 7.043 eV
Maximum force = 0.71 eV/A

Structure (XYZ):
```
97
Properties=species:S:1:pos:R:3:forces:R:3
Ca -0.0485 0.1203 -0.9082 0.6 0.3 0.3
Cl -2.7735 6.2044 -6.6295 0.0 0.0 0.0
Si 2.0319 -1.5637 2.6072 0.0 0.0 0.0
Si -1.2603 -3.0008 2.4179 0.0 0.0 0.0
Si -0.7442 0.2846 3.8636 0.0 0.0 0.0
Si -0.1467 -0.9847 1.9805 0.0 0.0 0.1
O -1.1828 0.2332 -4.0649 0.0 0.0 0.1
O -2.3217 0.8075 -0.9274 -0.1 -0.1 0.0
O 3.0766 0.0504 -3.4128 -0.1 0.0 0.1
O -1.3523 -1.7471 -1.5265 -0.1 0.1 -0.1
O -0.2342 2.1318 0.3665 -0.2 0.1 0.1
O -0.0958 1.5470 -2.6297 0.0 0.3 -0.3
O 1.3496 -1.5117 -1.7651 0.0 -0.4 -0.1
O 2.2676 1.9842 -1.1419 0.0 0.0 0.1
C 2.9203 2.2268 -2.3868 0.0 0.0 0.0
C -2.6528 3.5474 -6.1416 0.0 0.0 0.0
C -0.8168 1.3439 -3.6591 -0.1 0.0 0.0
C -1.2830 2.5736 -4.4096 0.0 0.0 0.0
C -0.8363 3.8436 -4.0663 0.0 0.0 0.0
C 0.4918 1.6875 4.1744 0.0 0.0 0.0
C 0.7175 -2.7502 -2.1078 0.0 0.0 0.0
C -0.6952 -2.4776 -2.5642 0.0 -0.1 0.0
C -2.1883 2.4368 -5.4555 0.0 0.0 0.0
C -1.2852 4.9659 -4.7450 0.0 0.0 0.0
C 2.5504 -3.1781 1.7581 0.0 0.0 0.0
C 3.8146 1.0806 -2.7813 0.0 0.0 0.0
C -0.7248 -3.9750 3.9479 0.0 0.0 0.0
C 2.4373 -1.8158 4.4375 0.0 0.0 0.0
C -2.4196 1.1743 3.7152 0.0 0.0 0.0
C 3.4027 -1.2567 -3.0059 0.0 0.0 0.0
C -3.1420 -0.3528 -0.7911 -0.1 0.0 0.0
C -2.1957 4.8035 -5.7760 0.0 0.0 0.0
C -1.0738 -4.2239 0.9813 0.0 0.0 0.0
C 1.6866 3.1925 -0.6720 0.0 0.0 0.0
C -3.1284 -2.7163 2.5994 0.0 0.0 0.0
C -2.5603 1.8241 0.0425 0.0 0.0 0.0
C 3.2583 -0.2298 2.0300 0.0 0.0 0.0
C -2.6962 -1.3565 -1.8298 0.0 -0.1 0.0
C 2.7721 -1.5894 -1.6718 0.0 0.1 0.0
C 0.9237 2.9225 0.5990 0.0 0.0 0.0
C -0.8877 -0.6654 5.4925 0.0 0.0 0.0
C -1.4225 2.8199 -0.0149 0.0 0.0 0.0
H 1.5457 2.3448 1.2861 0.0 0.0 0.0
H -3.5053 2.3323 -0.1761 0.0 0.0 0.0
H 4.4884 -1.4070 -2.9464 0.0 0.0 0.0
H -3.0324 -0.7617 0.2198 0.0 0.0 0.0
H 4.2925 -0.5787 2.1073 0.0 0.0 0.0
H -3.3603 3.4479 -6.9532 0.0 0.0 0.0
H -3.6164 -3.6134 2.9908 0.0 0.0 0.0
H -1.4587 -3.7943 0.0540 0.0 0.0 0.0
H 3.0765 -2.5792 -1.3216 0.0 0.0 0.0
H 2.4748 3.9306 -0.4759 0.0 0.0 0.0
H 0.0104 -1.2387 5.7253 0.0 0.0 0.0
H -0.8521 -3.4017 4.8671 0.0 0.0 0.0
H -0.1226 3.9467 -3.2610 0.0 0.0 0.0
H 3.0181 -1.9187 -3.7839 0.0 0.0 0.0
H 4.5594 1.4595 -3.4904 0.0 0.0 0.0
H -3.3507 -2.2337 -1.7934 0.0 0.0 0.0
H 3.0818 0.0848 0.9969 0.0 0.0 0.0
H -1.0665 0.0369 6.3127 0.0 0.0 0.0
H -1.3255 3.2294 -1.0252 0.0 0.0 0.0
H 2.0191 -4.0320 2.1850 0.0 0.0 0.0
H -1.1999 -3.4374 -2.7209 0.0 0.0 0.0
H 0.5233 2.3728 3.3233 0.0 0.0 0.0
H -1.6217 -5.1480 1.1878 0.0 0.0 0.0
H 3.0735 -0.8593 -0.9177 0.0 -0.1 0.0
H 1.0165 3.5939 -1.4385 0.0 0.0 0.0
H 0.1992 2.2656 5.0558 0.0 0.0 0.0
H -1.6246 3.6291 0.6949 0.0 0.0 0.0
H 2.3237 -3.1592 0.6895 0.0 0.0 0.0
H -3.5897 -2.4911 1.6334 0.0 0.0 0.0
H -2.7226 -0.9081 -2.8258 0.0 0.0 0.0
H -1.7308 -1.3606 5.4636 0.0 0.0 0.0
H 3.1679 0.6634 2.6551 0.0 0.0 0.0
H -3.2060 0.5398 3.2983 0.0 0.0 0.0
H -2.7490 1.4945 4.7079 0.0 0.0 0.0
H 3.5420 3.1250 -2.2838 0.0 0.0 0.0
H 0.7295 -3.4052 -1.2324 0.0 0.0 0.0
H -0.0245 -4.4890 0.8244 0.0 0.0 0.0
H 0.3255 -4.2690 3.8835 0.0 0.0 0.0
H 1.5045 1.3154 4.3420 0.0 0.0 0.0
H 2.1704 2.3973 -3.1647 0.0 0.0 0.0
H -0.9379 5.9561 -4.4838 0.0 0.0 0.0
H -1.3202 -4.8892 4.0339 0.0 0.0 0.0
H -2.6077 1.3740 1.0359 0.0 0.0 0.0
H -2.3421 2.0736 3.0982 0.0 0.0 0.0
H 4.3498 0.7144 -1.8985 0.0 0.0 0.0
H 0.6454 3.8624 1.0860 0.0 0.0 0.0
H -0.7084 -1.8837 -3.4810 0.0 0.0 0.0
H 3.6227 -3.3584 1.8775 0.0 0.0 0.0
H 2.2774 -0.9030 5.0155 0.0 0.0 0.0
H -4.1914 -0.0964 -0.9693 0.0 0.0 0.0
H -3.3573 -1.8915 3.2780 0.0 0.0 0.0
H 1.8297 -2.6041 4.8856 0.0 0.0 0.0
H 3.4892 -2.0980 4.5468 0.0 0.0 0.0
H -2.5207 1.4422 -5.7200 0.0 0.0 0.0
H 1.2557 -3.2335 -2.9280 0.0 0.0 0.0
```
Forces are in eV/Å.

---

> Which of these has the highest HOMO energy?

C28H55CaClO8Si4